Record 1
A structure of composition C20H28N2O2 in a non-equilibrium geometry, computed with ωB97M-V/def2-TZVPD.

CARTESIAN COORDINATES (ANGSTROEM)
C (-5.711, 3.060, 1.580)
H (-6.834, 3.221, 1.995)
H (-5.236, 3.849, 1.738)
H (-5.885, 2.767, 0.453)
C (-5.214, 1.880, 2.093)
C (-4.842, 2.279, 3.681)
H (-4.024, 3.176, 3.789)
H (-5.875, 2.458, 4.087)
C (-4.426, 0.881, 4.480)
C (-3.339, 0.367, 3.814)
C (-2.829, 0.421, 2.614)
C (-1.764, -0.412, 2.176)
C (-1.171, -0.393, 0.951)
C (0.051, -1.393, 1.252)
C (0.201, -2.148, 2.271)
C (-0.370, -1.793, 3.483)
C (-1.578, -0.814, 3.373)
N (-2.379, -0.507, 4.353)
H (-2.561, -1.045, 5.410)
H (-0.172, -2.398, 4.459)
H (1.067, -2.847, 2.263)
C (1.103, -1.638, 0.059)
O (1.469, -2.790, -0.095)
N (1.252, -0.536, -0.767)
H (0.651, 0.017, -0.604)
C (1.895, -0.680, -1.931)
C (3.066, 0.429, -1.985)
C (4.045, 0.079, -3.001)
O (4.761, -0.973, -3.133)
C (5.222, -1.419, -4.302)
C (6.295, -0.664, -4.824)
H (6.772, -1.103, -5.786)
H (7.007, -0.318, -4.033)
H (5.812, 0.442, -5.346)
C (4.173, -1.759, -5.465)
H (3.418, -2.504, -4.806)
H (3.639, -1.004, -5.889)
H (4.781, -2.210, -6.071)
H (5.734, -2.468, -4.017)
H (4.984, 0.953, -3.006)
H (3.440, 0.544, -3.930)
H (3.987, 0.120, -0.923)
H (2.848, 1.353, -1.848)
H (2.332, -1.586, -2.153)
H (1.438, -0.559, -2.963)
H (-1.416, 0.135, 0.240)
C (-3.759, 1.643, 1.649)
H (-3.230, 2.599, 1.544)
H (-3.863, 0.964, 0.667)
H (-5.099, 0.221, 4.628)
H (-4.150, 1.206, 5.576)
H (-5.717, 0.897, 2.199)

Results
Kohn-Sham gap ... 0.29411 Eh
Molar mass ... 328.5 g mol⁻¹
LUMO ... 0.295 eV
ΔE to the lowest compared entry with this formula, charge and spin ... 19.1260 eV
HOMO level ... -7.708 eV

Record 2
A structure of composition C20H28N2O5S2 in a non-equilibrium geometry, computed with ωB97M-V/def2-TZVPD.

CARTESIAN COORDINATES (ANGSTROEM)
C (-5.747, -1.124, -0.047)
H (-6.041, -2.060, 0.440)
O (-4.550, -1.269, -0.769)
C (-3.423, -1.620, -0.087)
C (-3.349, -1.826, 1.278)
C (-2.137, -2.135, 1.878)
C (-0.988, -2.261, 1.124)
C (-1.061, -2.088, -0.257)
C (-2.256, -1.758, -0.871)
O (-2.423, -1.542, -2.202)
C (-1.281, -1.483, -3.023)
H (-0.599, -0.689, -2.700)
H (-0.751, -2.441, -3.050)
H (-1.651, -1.251, -4.020)
H (-0.165, -2.200, -0.848)
C (0.336, -2.478, 1.799)
H (0.200, -3.053, 2.716)
H (1.020, -3.026, 1.148)
C (0.958, -1.119, 2.174)
N (1.368, -0.383, 1.001)
C (0.522, 0.407, 0.345)
N (-0.641, 0.751, 0.805)
C (-1.370, 1.512, -0.048)
O (-0.910, 1.899, -1.124)
C (-2.769, 1.814, 0.398)
C (-3.117, 3.298, 0.232)
C (-4.602, 3.524, 0.503)
H (-4.854, 4.575, 0.378)
H (-5.212, 2.942, -0.184)
H (-4.851, 3.231, 1.521)
C (-2.262, 4.147, 1.169)
H (-2.445, 3.872, 2.206)
H (-1.205, 4.000, 0.955)
H (-2.493, 5.203, 1.045)
H (-2.894, 3.581, -0.801)
H (-2.881, 1.490, 1.432)
H (-3.432, 1.217, -0.234)
S (1.105, 0.950, -1.210)
C (2.680, -0.055, -1.014)
C (3.899, 0.800, -1.265)
H (4.301, 0.697, -2.267)
H (3.732, 1.849, -1.035)
S (5.082, 0.191, -0.028)
O (6.049, 1.182, 0.345)
O (5.556, -1.111, -0.397)
C (3.788, -0.008, 1.239)
H (4.147, -0.636, 2.046)
C (2.670, -0.634, 0.417)
H (2.839, -1.717, 0.375)
H (3.534, 0.984, 1.604)
H (2.628, -0.863, -1.745)
H (1.832, -1.260, 2.813)
H (0.212, -0.516, 2.694)
H (-2.097, -2.269, 2.949)
H (-4.228, -1.731, 1.895)
H (-5.671, -0.332, 0.707)
H (-6.501, -0.850, -0.782)

Results
Kohn-Sham gap ... 0.31196 Eh
Molar mass ... 440.6 g mol⁻¹
LUMO ... 0.423 eV
ΔE to the lowest compared entry with this formula, charge and spin ... 0.0167 eV
HOMO level ... -8.065 eV

Record 3
A structure of composition C20H28N4O3PdS, computed with ωB97M-V/def2-TZVPD.

CARTESIAN COORDINATES (ANGSTROEM)
Pd (0.387, 1.491, -0.119)
C (-0.611, -1.698, -4.347)
O (-1.976, -1.599, -3.917)
C (-2.284, -2.010, -2.674)
C (-3.364, -2.789, -2.471)
C (-3.772, -3.222, -1.151)
C (-3.088, -2.874, -0.050)
C (-1.943, -2.004, -0.146)
C (-1.285, -1.700, 0.995)
N (-0.189, -0.849, 1.077)
N (0.394, -0.920, 2.182)
C (1.531, -0.031, 2.215)
O (1.692, 0.877, 1.383)
C (2.466, -0.271, 3.285)
C (3.656, 0.476, 3.332)
C (4.558, 0.258, 4.349)
C (4.279, -0.696, 5.328)
C (3.104, -1.436, 5.293)
C (2.195, -1.234, 4.272)
C (-1.524, -1.491, -1.518)
O (-0.640, -0.660, -1.648)
H (-0.641, -1.667, -5.431)
H (-0.015, -0.870, -3.965)
H (-0.174, -2.646, -4.028)
H (-3.931, -3.109, -3.336)
H (-4.639, -3.864, -1.073)
H (-3.381, -3.228, 0.929)
H (-1.597, -2.159, 1.931)
H (3.854, 1.213, 2.566)
H (5.478, 0.823, 4.391)
H (4.989, -0.861, 6.128)
H (2.903, -2.170, 6.060)
H (1.281, -1.807, 4.235)
N (-0.900, 2.326, 1.348)
C (-2.364, 2.295, 1.112)
C (-2.728, 2.989, -0.184)
C (-2.220, 2.263, -1.414)
N (-0.741, 2.353, -1.570)
H (-0.693, 1.880, 2.237)
H (-0.591, 3.291, 1.447)
H (-2.883, 2.757, 1.953)
H (-2.667, 1.247, 1.066)
H (-2.387, 4.031, -0.178)
H (-3.816, 3.032, -0.250)
H (-2.681, 2.673, -2.313)
H (-2.473, 1.207, -1.363)
H (-0.475, 3.332, -1.658)
H (-0.492, 1.896, -2.443)
C (1.905, 1.641, -3.219)
S (2.277, 1.288, -1.498)
C (2.612, -0.479, -1.609)
H (2.818, 1.495, -3.794)
H (1.616, 2.687, -3.306)
H (1.125, 0.979, -3.597)
H (1.823, -0.973, -2.171)
H (2.642, -0.865, -0.593)
H (3.582, -0.621, -2.081)

Results
Kohn-Sham gap (spin up / spin down) ... 0.21485 / 0.21494 Eh
Molar mass ... 511.0 g mol⁻¹
LUMO (spin up / spin down) ... -8.003 / -8.003 eV
Charge ... +2
ΔE to the lowest compared entry with this formula, charge and spin ... 0.0707 eV
HOMO level (spin up / spin down) ... -13.849 / -13.851 eV

Record 4
The molecule C20H28N4O4S in a non-equilibrium geometry, computed with ωB97M-V/def2-TZVPD.

CARTESIAN COORDINATES (ANGSTROEM)
C (2.373, -2.324, -3.803)
H (1.473, -1.900, -3.346)
H (3.031, -1.514, -4.133)
O (3.032, -3.203, -2.924)
C (3.485, -2.714, -1.737)
C (4.075, -3.644, -0.878)
C (4.560, -3.242, 0.347)
C (4.461, -1.917, 0.743)
C (3.884, -0.985, -0.104)
C (3.400, -1.386, -1.344)
H (2.967, -0.640, -1.992)
C (3.762, 0.462, 0.298)
N (2.462, 0.999, -0.039)
C (2.299, 2.002, -0.923)
O (3.221, 2.614, -1.423)
C (0.833, 2.299, -1.256)
C (0.055, 2.641, 0.024)
C (-1.458, 2.545, -0.176)
N (-1.860, 1.316, -0.826)
S (-1.694, -0.069, 0.120)
O (-0.404, -0.152, 0.775)
O (-2.060, -1.176, -0.711)
C (-2.933, 0.212, 1.330)
C (-2.814, 0.335, 2.705)
N (-4.066, 0.536, 3.165)
N (-4.970, 0.548, 2.179)
C (-4.311, 0.352, 1.055)
C (-4.952, 0.299, -0.279)
H (-6.029, 0.215, -0.168)
H (-4.716, 1.202, -0.840)
H (-4.559, -0.550, -0.832)
C (-4.478, 0.711, 4.527)
H (-4.230, -0.171, 5.121)
H (-5.556, 0.854, 4.525)
H (-3.994, 1.584, 4.968)
C (-1.624, 0.274, 3.585)
H (-1.479, 1.221, 4.106)
H (-0.750, 0.058, 2.978)
H (-1.741, -0.509, 4.334)
C (-1.258, 1.172, -2.136)
C (0.261, 1.093, -2.020)
H (0.497, 0.165, -1.496)
H (0.712, 1.052, -3.014)
H (-1.568, 2.026, -2.747)
H (-1.658, 0.255, -2.569)
H (-1.821, 3.371, -0.795)
H (-1.969, 2.586, 0.789)
H (0.331, 1.957, 0.824)
H (0.317, 3.653, 0.341)
H (0.819, 3.168, -1.923)
H (1.659, 0.481, 0.294)
H (4.495, 1.072, -0.241)
H (3.940, 0.569, 1.373)
H (4.836, -1.609, 1.708)
H (5.014, -3.967, 1.006)
H (4.137, -4.672, -1.198)
H (2.088, -2.929, -4.663)

Results
Kohn-Sham gap ... 0.32687 Eh
Molar mass ... 420.5 g mol⁻¹
LUMO ... 0.507 eV
ΔE to the lowest compared entry with this formula, charge and spin ... 2.7206 eV
Structure (SMILES) ... COc1cccc(CNC(=O)C2CCN(S(=O)(=O)c3c(C)nn(C)c3C)CC2)c1
HOMO level ... -8.387 eV

Question: Which formula does entry 2 have?
Answer: C20H28N2O5S2

Question: What is the molar mass in the fourth record?
Answer: 420.5 g mol⁻¹

Question: What is the formula in the second record?
Answer: C20H28N2O5S2

Question: Which value of ΔE to the lowest compared entry with this formula, charge and spin does entry 2 give?
Answer: 0.0167 eV